Record 1
Computed, not measured: one molecule with the formula C20H28N2, with ωB97M-V with the def2-TZVPD basis set.

The HOMO-LUMO gap comes out at 8.19 eV. As for the SMILES: [H]/N=c1\c2c(n(CCCCCCCC)c3ccccc13)CCC2. The calculation puts the max |F| at 0.6 eV/A. Its total energy is -24175.3769 eV. The value obtained for the energy relative to the best compared isomer or geometry (same formula, charge and spin) is 14.7 kJ/mol.

Element x y z (Å)
C  1.554  2.041  0.569
H  2.497  -0.669  -0.574
C  -1.489  -1.614  -0.870
H  2.163  1.030  -2.687
C  1.234  1.551  -0.843
C  0.397  -3.063  0.242
H  1.818  -0.915  1.818
C  2.480  1.191  -1.655
H  -2.555  2.317  1.394
H  -1.159  -3.160  -1.974
C  -3.357  -0.124  -1.456
C  4.445  0.215  -0.304
C  5.629  0.680  -1.145
H  0.693  2.343  -1.368
H  -0.414  2.901  0.702
H  3.167  2.039  -1.654
H  0.432  -3.533  2.349
H  0.395  0.816  2.781
C  -1.943  0.493  0.412
N  -1.749  -2.336  -1.897
H  -0.159  -3.995  0.124
H  1.168  -3.036  -0.535
H  -4.431  2.746  -0.066
C  3.202  -0.068  -1.152
H  -1.155  1.648  2.754
C  -0.489  -1.854  0.138
H  0.641  -1.321  3.075
H  0.580  0.680  -0.809
H  -4.973  1.198  -1.919
H  4.222  0.974  0.447
C  1.009  -2.932  1.645
H  3.511  -0.674  -2.006
H  5.388  1.591  -1.687
C  -0.214  -0.956  1.112
C  -0.346  1.268  2.122
H  0.590  3.177  2.126
C  0.883  -1.445  2.018
C  -4.133  0.998  -1.272
H  2.103  1.274  1.116
H  2.042  -3.275  1.678
H  6.491  0.878  -0.512
C  -3.825  1.868  -0.234
H  -3.560  -0.834  -2.242
H  2.207  2.914  0.485
C  -2.750  1.623  0.592
C  0.310  2.437  1.373
H  4.730  -0.700  0.223
C  -2.267  -0.397  -0.630
H  5.903  -0.084  -1.870
N  -0.861  0.240  1.245

***

Record 2
Computed, not measured: a 3-piece molecular cluster, C20H28N2O11P2S overall, with ωB97M-V with the def2-TZVPD basis set.

The HOMO-LUMO gap comes out at 5.22 eV. As for the SMILES: O=C1C=CC(=O)c2c(CCSc3nnco3)cccc21.COP(=O)(OC)OC.COP(=O)(OC)OC. The calculation puts the max |F| at 10.6 eV/A. Its total energy is -76085.5071 eV.

Element x y z (Å)
C  -0.465  -0.832  7.219
H  -4.632  -5.175  -0.788
H  -0.372  3.173  7.050
H  -5.913  -2.148  3.011
H  -1.335  -1.484  7.329
C  -4.867  -4.267  -0.230
C  2.222  0.180  -3.485
C  6.229  1.583  -2.882
C  7.051  0.167  -2.910
O  -1.173  1.790  -2.109
C  -2.204  1.502  -3.161
C  -4.910  -2.123  2.579
C  -0.924  2.821  6.178
H  1.740  -3.196  -1.916
H  8.213  0.119  -2.770
H  3.894  3.431  -1.763
N  -2.008  2.296  -4.449
P  -1.087  0.486  4.924
O  -5.021  -1.958  1.178
O  -2.009  1.624  4.003
C  2.197  -2.319  -2.543
C  4.564  1.704  -3.053
H  -3.090  0.714  -3.047
H  2.254  3.143  -4.606
C  2.586  3.629  -3.605
O  -3.658  -3.703  0.247
C  -1.973  -2.376  -1.870
H  6.796  -2.340  -3.055
C  3.826  0.271  -3.266
C  3.964  3.181  -2.931
C  1.478  -0.978  -2.527
C  6.259  -1.278  -3.070
H  -1.981  2.772  2.309
H  6.863  2.568  -2.726
O  -0.237  1.714  5.622
H  -5.496  -4.538  0.624
H  -0.637  0.125  7.718
H  2.690  4.795  -3.858
O  -4.159  -1.389  -0.855
H  -1.373  1.109  2.114
H  -4.398  -3.059  2.814
O  -2.351  0.185  5.740
H  -2.708  -3.128  -2.170
C  -0.324  2.793  -2.836
H  4.810  3.936  -3.316
O  1.454  0.711  -4.420
H  -2.159  -1.430  -2.386
C  -1.396  1.978  2.778
O  -0.166  -0.653  5.844
H  0.482  -0.790  -1.937
H  -0.978  -2.730  -2.156
H  -5.414  -3.584  -0.886
N  -0.869  3.072  -4.247
H  0.390  -1.322  7.694
H  -4.357  -1.281  3.005
C  3.632  -2.548  -3.381
S  1.232  3.628  -2.257
O  3.960  -3.668  -4.024
C  4.624  -1.203  -3.253
O  -1.985  -2.172  -0.467
H  -0.379  2.340  2.950
P  -3.503  -2.065  0.355
H  -0.956  3.629  5.439
H  -1.942  2.566  6.486

***

Record 3
Computed, not measured: one molecule with the formula C20H28N2O2, with ωB97M-V with the def2-TZVPD basis set.

The HOMO-LUMO gap comes out at 9.39 eV. As for the SMILES: O=C(NCCC1=CCCCC1)c1ccc(CN2CCOCC2)cc1. The calculation puts the max |F| at 0.4 eV/A. Its total energy is -28269.7060 eV. The value obtained for the energy relative to the best compared isomer or geometry (same formula, charge and spin) is 193.9 kJ/mol.

Element x y z (Å)
H  -2.030  -4.808  1.307
C  2.079  2.757  -3.159
H  -1.437  -5.968  3.387
O  -0.309  2.551  0.059
H  2.857  1.126  -2.040
C  4.765  3.226  -2.361
C  -3.426  -2.743  2.149
H  -1.217  3.224  -3.357
H  -0.788  -3.558  1.612
H  -4.166  -2.371  2.863
H  2.414  4.047  -4.769
C  -1.797  -2.834  3.966
C  -0.735  -5.226  2.978
N  -0.988  1.737  -1.934
H  3.363  3.898  -0.880
H  -2.396  -2.720  -0.365
H  0.711  1.202  -3.665
H  -1.506  1.019  -2.412
C  -2.667  -0.343  2.012
C  2.800  3.633  -3.846
H  -1.270  -0.898  -1.530
C  -2.299  -1.759  0.121
C  -2.807  -1.586  1.404
H  -0.441  -3.335  5.586
C  4.153  4.123  -3.432
H  4.057  5.145  -3.049
H  0.045  -5.737  2.410
H  -2.541  -2.337  4.592
O  -0.084  -4.554  4.029
C  -1.551  0.526  0.063
C  -2.043  0.697  1.354
C  3.729  2.950  -1.279
H  -1.924  1.661  1.825
H  -3.929  -3.414  1.447
C  -0.422  2.791  -2.742
C  2.557  2.166  -1.863
H  -1.724  -4.546  5.275
C  0.731  2.296  -3.643
C  -0.886  1.694  -0.585
H  4.807  4.171  -4.307
H  5.076  2.281  -2.812
C  -1.505  -4.251  2.086
H  0.573  2.653  -4.662
H  -3.056  -0.190  3.009
H  5.649  3.703  -1.933
H  -1.097  -2.078  3.571
N  -2.479  -3.553  2.905
H  -0.061  3.556  -2.051
H  1.739  2.150  -1.142
C  -1.678  -0.719  -0.545
C  -1.016  -3.843  4.809
H  4.174  2.389  -0.455

***

Record 4
Computed, not measured: one molecule with the formula C20H28N2O2, with ωB97M-V with the def2-TZVPD basis set.

The HOMO-LUMO gap comes out at 8.33 eV. As for the SMILES: COc1ccc2[nH]cc(CCNC(=O)CCC3CCCCC3)c2c1. The calculation puts the max |F| at 0.7 eV/A. Its total energy is -28270.9193 eV. The value obtained for the energy relative to the best compared isomer or geometry (same formula, charge and spin) is 76.9 kJ/mol.

Element x y z (Å)
H  1.270  1.713  1.180
H  -4.772  -1.896  1.454
C  -2.061  2.391  -1.178
H  -0.089  3.694  -0.319
C  0.341  -2.531  -1.425
N  5.354  0.485  0.865
H  -0.177  -3.345  -1.930
H  -1.724  -1.990  1.491
H  -3.775  -3.313  1.114
H  -4.541  -2.210  -0.986
C  -2.576  1.880  0.175
C  -0.603  2.008  -1.350
C  -3.814  -2.224  1.044
H  -2.634  1.940  -1.988
H  -3.643  0.016  -1.574
H  -3.589  2.257  0.336
H  -2.175  3.476  -1.231
H  6.335  0.415  1.071
H  -1.639  -0.031  -0.125
C  3.269  -0.004  0.201
C  4.893  -1.801  -0.075
C  2.568  -2.079  -0.734
C  2.250  -0.799  -0.328
C  -2.680  -1.610  1.859
C  -2.582  0.349  0.279
H  4.994  2.484  1.498
C  -2.697  -0.089  1.741
H  5.896  -2.191  0.019
H  -2.782  -2.169  -0.844
H  -1.871  0.332  2.320
C  4.574  1.590  1.076
H  1.878  1.786  -1.393
H  -2.773  -1.901  2.907
H  1.256  -0.399  -0.433
N  0.268  2.896  -0.819
C  -3.728  -0.268  -0.524
O  1.676  -2.957  -1.283
H  2.316  3.138  1.299
C  -3.711  -1.789  -0.414
C  3.290  1.338  0.690
H  -0.122  -2.358  -0.447
C  3.882  -2.571  -0.601
H  4.072  -3.579  -0.932
H  2.249  3.493  -1.068
C  4.580  -0.507  0.326
H  -4.681  0.114  -0.146
H  -1.943  2.288  0.969
C  2.104  2.243  0.711
C  1.683  2.624  -0.721
H  -3.629  0.298  2.161
H  0.263  -1.619  -2.025
O  -0.248  0.981  -1.894

***

> The lowest max |F| belongs to which entry?

number 3